{
  "formula": "C2H5N5O",
  "method": "the ωB97M-V functional and the def2-TZVPD basis",
  "symbols": ["O", "N", "N", "N", "N", "N", "C", "C", "H", "H", "H", "H", "H"],
  "xyz": [[1.041, 0.002, -1.200], [-0.918, 1.179, -0.549], [1.651, -0.929, -0.279], [-0.307, -0.037, -0.742], [0.999, -1.368, 0.636], [-1.317, -0.999, 1.230], [-0.311, -0.770, 0.402], [-0.424, 2.075, 0.500], [-2.152, -0.758, 0.555], [-1.007, 2.175, 1.498], [0.716, 1.423, 0.710], [-0.363, 3.254, 0.068], [-1.862, 1.139, -0.723]],
  "nbo_charge": [-0.201, -0.477, 0.169, -0.050, -0.149, -0.620, 0.433, -0.448, 0.329, 0.212, 0.204, 0.221, 0.378],
  "fmax_ev_per_a": 5.7,
  "e_homo_ev": -9.853,
  "smiles": "[H]/N=c1/nnon1NC",
  "e_above_lowest_kcal_mol": 149.70,
  "multiplicity": 1
}

---

{
  "formula": "C27H33FN5O4SSc",
  "method": "the ωB97M-V functional and the def2-TZVPD basis",
  "symbols": ["Sc", "S", "F", "O", "O", "O", "O", "N", "N", "N", "N", "N", "C", "C", "C", "C", "C", "C", "C", "C", "C", "C", "C", "C", "C", "C", "C", "C", "C", "C", "C", "C", "C", "C", "C", "C", "C", "C", "C", "H", "H", "H", "H", "H", "H", "H", "H", "H", "H", "H", "H", "H", "H", "H", "H", "H", "H", "H", "H", "H", "H", "H", "H", "H", "H", "H", "H", "H", "H", "H", "H", "H"],
  "xyz": [[-0.321, 1.279, 0.719], [0.024, 0.798, 3.599], [-6.976, 0.325, -0.130], [-0.253, 0.929, 5.026], [0.891, 1.826, 3.037], [-1.341, -0.577, 0.448], [-2.603, -2.234, 1.252], [0.375, -0.926, -2.911], [-0.471, 1.037, -2.028], [-0.628, 0.586, -4.375], [1.491, 1.532, 0.079], [-1.224, 0.759, 2.663], [0.984, -1.276, -1.641], [1.831, -3.399, 3.243], [-2.083, -0.406, 2.715], [-5.293, 1.338, 1.222], [-1.577, 1.660, -4.553], [5.685, 1.317, 0.078], [-2.025, -1.153, 1.357], [1.469, -2.678, 2.113], [2.314, -4.819, 3.114], [1.005, -1.379, 2.225], [0.460, 0.652, -5.329], [-3.779, 1.795, -1.047], [0.865, -0.801, 3.474], [-3.262, 2.239, 0.191], [3.639, 2.575, -0.242], [-0.267, 0.280, -3.027], [2.796, 1.463, 0.128], [-4.990, 1.142, -1.157], [-4.076, 1.981, 1.320], [1.241, -1.499, 4.608], [1.738, -2.786, 4.491], [-2.005, 2.937, 0.307], [-0.057, -2.067, -3.687], [-5.743, 0.931, -0.020], [3.540, 0.277, 0.480], [5.010, 2.491, -0.263], [4.911, 0.220, 0.458], [-3.123, -0.116, 2.905], [-3.712, 2.284, 2.294], [1.292, -0.359, -1.128], [-1.789, -1.111, 3.503], [1.117, -1.023, 5.571], [1.169, -0.151, -5.152], [-2.369, 1.561, -3.815], [0.733, -0.802, 1.347], [0.057, 0.555, -6.343], [-1.956, 3.573, 1.199], [3.358, -4.903, 3.423], [-1.738, 3.503, -0.591], [5.404, -0.707, 0.744], [-3.195, 1.955, -1.944], [0.816, -2.632, -4.031], [-1.122, 2.659, -4.461], [-2.016, 1.575, -5.551], [0.275, -1.810, -1.000], [-0.680, -2.732, -3.079], [2.977, -0.595, 0.788], [2.041, -3.334, 5.377], [6.768, 1.265, 0.052], [1.002, 1.607, -5.265], [2.235, -5.150, 2.080], [5.592, 3.365, -0.553], [-0.797, 1.966, -2.267], [1.856, -1.905, -1.844], [-5.359, 0.803, -2.118], [1.541, -3.136, 1.134], [3.142, 3.503, -0.506], [1.720, -5.488, 3.739], [-0.636, -1.741, -4.546], [-5.901, 1.150, 2.099]],
  "lowdin_charge": [0.883, 0.547, -0.014, -0.348, -0.339, -0.143, -0.003, -0.162, 0.175, -0.193, -0.138, -0.281, -0.064, -0.279, -0.178, -0.043, -0.094, -0.196, -0.649, -0.019, -0.065, -0.066, -0.087, -0.059, -0.240, -0.346, -0.083, -0.421, -0.463, -0.040, -0.072, -0.056, -0.053, -0.204, -0.078, -0.299, -0.073, -0.181, -0.168, 0.103, 0.107, 0.044, 0.115, 0.103, 0.077, 0.067, 0.065, 0.077, 0.037, 0.073, 0.026, 0.078, 0.071, 0.078, 0.089, 0.080, 0.081, 0.089, 0.066, 0.103, 0.056, 0.089, 0.068, 0.074, 0.041, 0.087, 0.104, 0.113, 0.077, 0.072, 0.073, 0.106],
  "fmax_ev_per_a": 1.5,
  "e_homo_ev": -0.286,
  "total_charge": -2,
  "e_above_lowest_kcal_mol": 22.02,
  "multiplicity": 1
}

---

{
  "formula": "C26H68N4O13Sr",
  "method": "the ωB97M-V functional and the def2-TZVPD basis",
  "symbols": ["Sr", "O", "O", "O", "O", "O", "O", "O", "O", "O", "O", "O", "O", "O", "N", "N", "N", "N", "C", "C", "C", "C", "C", "C", "C", "C", "C", "C", "C", "C", "C", "C", "C", "C", "C", "C", "C", "C", "C", "C", "C", "C", "C", "C", "H", "H", "H", "H", "H", "H", "H", "H", "H", "H", "H", "H", "H", "H", "H", "H", "H", "H", "H", "H", "H", "H", "H", "H", "H", "H", "H", "H", "H", "H", "H", "H", "H", "H", "H", "H", "H", "H", "H", "H", "H", "H", "H", "H", "H", "H", "H", "H", "H", "H", "H", "H", "H", "H", "H", "H", "H", "H", "H", "H", "H", "H", "H", "H", "H", "H", "H", "H"],
  "xyz": [[-2.925, -1.714, -0.526], [2.125, 3.430, -1.302], [-3.370, -3.209, 1.455], [-2.660, 5.506, 1.614], [-1.522, 0.020, 0.697], [0.702, -4.154, 0.942], [-0.558, -1.774, 4.494], [0.120, -0.780, 2.011], [1.098, 3.516, 3.545], [-4.575, -0.076, -1.759], [2.754, -0.582, 2.737], [-0.534, -1.844, 0.158], [4.826, -3.219, -8.482], [3.305, -2.722, -2.302], [3.656, -3.208, -5.903], [-1.411, 2.780, -0.502], [-1.727, 1.148, 3.741], [-5.033, -1.029, 0.905], [-0.927, 2.335, 4.051], [-0.233, 3.215, -1.226], [-3.904, -2.514, 2.596], [0.438, 2.275, 3.376], [-2.804, 6.908, 1.524], [0.592, -1.646, 5.322], [-2.327, 4.905, 0.383], [3.019, -2.446, -3.659], [2.501, 3.422, 3.436], [-5.110, 0.401, 0.545], [3.869, -3.424, -4.472], [-5.506, 0.579, -0.901], [-0.805, 2.499, 5.553], [3.418, 0.149, 1.727], [-4.383, -1.098, 2.236], [3.390, 3.034, -0.838], [1.072, 3.111, -0.401], [3.893, -4.417, -6.690], [4.572, -2.481, -9.658], [-4.959, 0.098, -3.125], [3.772, -4.117, -8.165], [1.580, -3.988, 2.047], [2.701, -1.829, -1.390], [-0.570, -0.826, 0.957], [-1.794, 3.515, 0.687], [-2.420, -4.211, 1.849], [4.901, -4.807, -6.482], [2.844, -0.788, -1.703], [-5.924, -0.364, -3.335], [1.645, -2.030, -1.186], [-1.430, 1.787, -0.321], [-4.951, 1.152, -3.398], [-3.727, 7.233, 1.037], [-6.521, 0.193, -1.064], [3.212, -2.001, -0.442], [2.775, 0.226, 0.847], [-5.546, 1.651, -1.120], [-1.569, 5.481, -0.161], [-4.176, 0.926, 0.760], [-1.339, 0.303, 4.163], [-2.165, -4.781, 0.956], [-3.209, 4.829, -0.269], [1.020, 1.462, 3.841], [4.916, -3.320, -4.175], [2.795, -3.686, -8.414], [0.292, -3.285, 0.742], [-2.781, 7.277, 2.548], [-5.982, -1.365, 1.028], [4.103, 3.031, -1.661], [-4.750, -3.121, 2.940], [3.881, -5.018, -8.783], [-4.189, -0.407, -3.710], [-1.476, 3.177, 3.615], [-0.272, -1.530, 3.595], [3.766, -1.758, -9.482], [-1.571, 0.904, 2.758], [3.322, -1.416, -3.892], [-5.871, 0.903, 1.157], [1.032, 3.839, 0.413], [0.320, -1.833, 6.359], [1.344, -2.392, 5.042], [-3.539, -0.406, 2.238], [-5.104, -0.836, 3.015], [3.743, 3.668, -0.018], [1.186, 2.075, -0.073], [2.189, -3.088, 1.938], [2.960, 4.298, 3.895], [-1.948, 7.332, 0.989], [3.703, 1.166, 2.035], [-2.544, 2.911, 1.203], [-0.119, 1.737, 5.938], [1.807, -0.575, 2.502], [3.180, -5.177, -6.362], [5.453, -1.897, -9.916], [3.372, 1.999, -0.465], [1.006, -3.873, 2.975], [-0.117, 2.556, -2.086], [1.031, -0.650, 5.227], [4.375, -0.332, 1.502], [-0.365, 4.237, -1.581], [-0.999, 3.682, 1.430], [-3.224, -2.425, 3.446], [2.798, 3.378, 2.382], [1.955, -2.582, -3.871], [2.870, 2.541, 3.971], [-0.352, 3.461, 5.797], [-1.763, 2.410, 6.060], [-2.876, -4.873, 2.587], [0.376, 1.989, 2.318], [-1.484, -3.797, 2.224], [2.231, -4.857, 2.107], [3.507, -4.414, -4.189], [4.316, -2.509, -6.225], [4.308, -3.155, -10.478]],
  "lowdin_charge": [1.698, -0.189, -0.342, -0.184, -0.229, -0.163, -0.164, -0.055, -0.180, -0.314, -0.142, -0.240, -0.203, -0.193, -0.067, -0.056, 0.061, -0.137, -0.432, -0.186, -0.176, -0.214, -0.113, -0.148, -0.233, -0.234, -0.105, -0.201, -0.206, -0.212, -0.053, -0.173, -0.185, -0.115, -0.200, -0.222, -0.114, -0.068, -0.235, -0.149, -0.100, -0.852, -0.211, -0.059, 0.123, 0.083, 0.098, 0.074, 0.056, 0.102, 0.083, 0.132, 0.084, 0.055, 0.138, 0.112, 0.118, 0.046, 0.097, 0.123, 0.112, 0.124, 0.121, 0.007, 0.087, 0.129, 0.087, 0.128, 0.122, 0.094, 0.124, 0.018, 0.089, 0.028, 0.119, 0.140, 0.121, 0.075, 0.073, 0.095, 0.135, 0.084, 0.115, 0.065, 0.086, 0.084, 0.057, 0.116, 0.076, 0.014, 0.119, 0.085, 0.064, 0.064, 0.117, 0.067, 0.081, 0.109, 0.101, 0.133, 0.064, 0.120, 0.088, 0.076, 0.074, 0.102, 0.108, 0.086, 0.075, 0.119, 0.106, 0.086],
  "fmax_ev_per_a": 1.5,
  "e_homo_ev": -8.040,
  "e_above_lowest_kcal_mol": 0.00,
  "multiplicity": 1
}

---

{
  "formula": "C14H18N2O5",
  "method": "the ωB97M-V functional and the def2-TZVPD basis",
  "symbols": ["O", "O", "O", "O", "O", "N", "N", "C", "C", "C", "C", "C", "C", "C", "C", "C", "C", "C", "C", "C", "C", "H", "H", "H", "H", "H", "H", "H", "H", "H", "H", "H", "H", "H", "H", "H", "H", "H", "H"],
  "xyz": [[-3.182, -3.130, -0.699], [4.570, 0.172, -1.389], [-0.529, 0.400, 1.652], [-0.290, 1.903, -0.002], [-3.739, 1.385, 0.654], [-2.385, 0.485, -0.921], [2.161, -0.591, 0.944], [3.339, -0.705, 0.294], [1.468, 0.448, 0.350], [0.146, 0.877, 0.763], [-2.684, 1.360, 0.063], [1.745, -1.418, 2.046], [3.400, 0.265, -0.721], [-1.588, 2.407, 0.315], [-2.533, -1.914, -0.436], [-4.431, -3.277, -0.064], [4.555, -1.426, 0.229], [-1.835, 3.640, -0.544], [2.219, 0.998, -0.693], [-3.170, -0.703, -1.145], [5.241, -0.847, -0.799], [-1.084, 4.396, -0.334], [-1.454, 0.503, -1.311], [-2.821, 4.038, -0.321], [-5.192, -2.621, -0.499], [-3.246, -0.901, -2.218], [1.687, -2.461, 1.729], [-4.163, -0.502, -0.737], [6.209, -1.073, -1.200], [-1.785, 3.375, -1.597], [-1.510, -2.049, -0.801], [-2.497, -1.712, 0.645], [-1.629, 2.660, 1.382], [0.769, -1.090, 2.392], [-4.354, -3.068, 1.009], [2.467, -1.339, 2.862], [-4.726, -4.314, -0.212], [1.918, 1.817, -1.313], [4.884, -2.242, 0.838]],
  "nbo_charge": [-0.534, -0.395, -0.613, -0.518, -0.617, -0.622, -0.304, 0.133, -0.024, 0.768, 0.670, -0.421, 0.189, 0.004, -0.066, -0.251, -0.356, -0.613, -0.250, -0.257, 0.129, 0.220, 0.398, 0.234, 0.166, 0.199, 0.203, 0.230, 0.207, 0.213, 0.178, 0.176, 0.220, 0.263, 0.169, 0.203, 0.193, 0.242, 0.237],
  "fmax_ev_per_a": 1.6,
  "e_homo_ev": -8.200,
  "smiles": "COCCNC(=O)[C@H](C)OC(=O)c1cc2occc2n1C",
  "e_above_lowest_kcal_mol": 64.93,
  "multiplicity": 1
}

---

Calculated values (eV) of lowest unoccupied orbital energy for the records, taken in order: -0.219; 4.346; -1.094; 0.443.